Record 1
Below is a structure of composition C36H32Cl3N6O4SeSiY, with properties calculated with ωB97M-V/def2-TZVPD.

The value obtained for the HOMO energy is -7.35 eV. The value obtained for the largest force on an atom is 0.3 eV Å⁻¹. The charge is 0. The value obtained for the frontier orbital gap is 6.20 eV. The calculation puts the total energy at -6130.72022 Ha.

XYZ file:
```
84
C36H32Cl3N6O4SeSiY ωB97M-V/def2-TZVPD
Y 0.5144 0.1701 0.4220
N 2.1166 -1.1687 1.8871
C 3.4135 -1.6420 1.3735
C 4.1796 -0.5388 0.6494
C 3.6000 -0.2273 -0.7266
O 4.2736 -0.3041 -1.7356
O 2.3462 0.1147 -0.7028
H 2.2749 -0.4805 2.6201
H 1.5809 -1.9311 2.2896
H 3.2171 -2.4692 0.6877
H 4.0339 -2.0388 2.1829
H 5.2208 -0.8352 0.5311
H 4.1489 0.3739 1.2539
Cl -0.1161 6.3729 4.8761
C 0.3450 4.9755 3.9493
C -0.5730 4.3907 3.0942
C -0.1701 3.2865 2.3705
Cl -1.3242 2.4783 1.3321
C 1.1152 2.7166 2.4365
O 1.4527 1.6807 1.7330
C 1.9856 3.3481 3.3435
Cl 3.5779 2.6846 3.5254
C 1.6216 4.4563 4.0844
H -1.5765 4.7789 3.0000
H 2.3287 4.9085 4.7646
Se -3.1144 4.0548 -5.9511
N -3.6479 2.7302 -4.8689
C -2.6982 2.5435 -3.9978
C -2.7657 1.5384 -2.9405
C -3.8709 0.7042 -2.7709
C -3.8581 -0.2093 -1.7429
C -2.7367 -0.2794 -0.9188
N -1.6696 0.4957 -1.0791
C -1.6863 1.4050 -2.0678
C -0.5048 2.2785 -2.1902
N 0.4728 2.0862 -1.3009
C 1.5531 2.8541 -1.3565
C 1.7088 3.8598 -2.3062
C 0.7111 4.0584 -3.2341
C -0.4257 3.2538 -3.1843
C -1.5353 3.3931 -4.1221
N -1.5537 4.2593 -5.0941
H -4.7134 0.7967 -3.4432
H -4.6907 -0.8741 -1.5629
H -2.6902 -0.9801 -0.0965
H 2.3174 2.6440 -0.6199
H 2.6079 4.4588 -2.3078
H 0.7894 4.8203 -3.9980
C -1.0358 -2.7155 4.1896
Si -1.4949 -1.2683 3.0701
C -3.3496 -0.9567 3.1348
C -0.6703 0.2067 3.8957
N -0.8931 -1.4490 1.4485
C -1.1895 -2.6041 0.7452
C -2.1072 -3.5916 1.1500
C -2.3903 -4.7174 0.3904
C -1.7793 -4.9160 -0.8343
C -0.8737 -3.9643 -1.2897
C -0.5933 -2.8609 -0.5108
O 0.2968 -1.8655 -0.9478
C 1.0770 -2.1156 -2.0805
C 0.8123 -1.3896 -3.2233
C 1.6315 -1.5636 -4.3305
C 2.6877 -2.4589 -4.2822
C 2.9286 -3.1872 -3.1255
C 2.1202 -3.0203 -2.0130
H -1.4316 -2.5168 5.1899
H 0.0537 -2.7607 4.2883
H -1.3763 -3.7030 3.8853
H -3.6572 -0.7099 4.1544
H -3.9577 -1.7980 2.8005
H -3.5952 -0.0956 2.5062
H -0.6426 0.0025 4.9698
H -1.2070 1.1455 3.7643
H 0.3640 0.3751 3.5878
H -2.6329 -3.4692 2.0860
H -3.1051 -5.4375 0.7682
H -2.0005 -5.7865 -1.4361
H -0.3912 -4.0830 -2.2494
H -0.0136 -0.6894 -3.2336
H 1.4477 -0.9891 -5.2289
H 3.3332 -2.5812 -5.1411
H 3.7605 -3.8774 -3.0830
H 2.2886 -3.5805 -1.1025
```

=====

Record 2
Below is a structure of composition C36H32ClOP2Yb in a non-equilibrium geometry, with properties calculated with ωB97M-V/def2-TZVPD.

The value obtained for the HOMO energy (alpha / beta) is -14.05 / -14.05 eV. The value obtained for the largest force on an atom is 2.7 eV Å⁻¹. The charge is +2. The value obtained for the frontier orbital gap (alpha / beta) is 7.36 / 5.88 eV. The calculation puts the total energy at -3767.34354 Ha. Its spin multiplicity is 2.

XYZ file:
```
73
C36H32ClOP2Yb ωB97M-V/def2-TZVPD
Yb -0.0558 -0.9098 0.1415
Cl -0.0599 -2.9173 -1.1700
P 0.9096 1.4925 -1.3040
C 2.4491 2.4044 -0.9125
C 2.6450 3.7704 -1.1910
C 3.8294 4.4035 -0.7835
C 4.7834 3.7058 -0.0381
C 4.5864 2.3499 0.2633
C 3.4309 1.7039 -0.1801
C 1.5134 0.3507 -2.6438
C 0.6109 -0.6198 -3.1255
C 1.0365 -1.6336 -3.9874
C 2.3566 -1.6703 -4.4216
C 3.2574 -0.6920 -3.9898
C 2.8334 0.3174 -3.1143
C -0.0377 2.6560 -2.3380
C -1.3559 3.0120 -1.9688
C -2.1493 3.7475 -2.8540
C -1.6225 4.1834 -4.0813
C -0.2846 3.9099 -4.4062
C 0.5018 3.1455 -3.5388
H -0.4262 -0.5948 -2.7702
H 0.3130 -2.4006 -4.2907
H 2.6718 -2.4510 -5.1082
H 4.2901 -0.6971 -4.3527
H 3.5459 1.0899 -2.8007
H 1.8967 4.3479 -1.7396
H 4.0213 5.4425 -1.0636
H 5.6995 4.1950 0.3061
H 5.3444 1.7778 0.8139
H 3.2902 0.6376 0.0196
H -1.7451 2.6958 -0.9974
H -3.1872 3.9874 -2.5852
H -2.2602 4.7289 -4.7786
H 0.1443 4.2917 -5.3393
H 1.5387 2.9194 -3.8178
H 1.6040 7.0790 0.3392
H 0.9330 7.1434 0.0076
O -1.2299 1.2477 3.1860
P -1.5675 -0.2177 3.2804
C -2.7182 -0.6057 1.9217
C -4.0095 -1.0581 2.2428
C -4.9764 -1.2162 1.2318
C -4.6548 -0.9616 -0.1125
C -3.4075 -0.4025 -0.4225
C -2.5213 -0.0736 0.6116
C -0.0135 -1.1622 3.1655
C 0.2600 -2.1802 4.0947
C 1.5020 -2.8449 4.0416
C 2.4238 -2.5691 3.0231
C 2.2040 -1.4742 2.1695
C 1.0654 -0.6733 2.3674
C -2.3816 -0.7304 4.8191
C -2.5687 0.2380 5.8215
C -3.2005 -0.1244 7.0159
C -3.6340 -1.4399 7.2117
C -3.4556 -2.4128 6.2274
C -2.8293 -2.0538 5.0227
H -4.2875 -1.1990 3.2922
H -5.9972 -1.4820 1.5332
H -5.4139 -1.1137 -0.8927
H -3.1484 -0.1158 -1.4539
H -1.7854 0.7357 0.4117
H -0.4551 -2.3894 4.8872
H 1.7337 -3.5556 4.8372
H 3.3470 -3.1577 2.9377
H 2.9629 -1.1950 1.4225
H 1.0325 0.3303 1.9059
H -2.2236 1.2568 5.6392
H -3.3496 0.6392 7.7866
H -4.1250 -1.7129 8.1477
H -3.8050 -3.4353 6.3946
H -2.6954 -2.8115 4.2394
```

=====

Record 3
Below is a structure of composition C36H32ClP2Tm in a non-equilibrium geometry, with properties calculated with ωB97M-V/def2-TZVPD.

The value obtained for the HOMO energy (alpha / beta) is -13.96 / -13.95 eV. The value obtained for the largest force on an atom is 8.7 eV Å⁻¹. The charge is +2. The value obtained for the frontier orbital gap (alpha / beta) is 5.68 / 5.70 eV. The calculation puts the total energy at -3618.54870 Ha. Its spin multiplicity is 3.

XYZ file:
```
72
C36H32ClP2Tm ωB97M-V/def2-TZVPD
Tm -1.5826 0.1061 1.3554
Cl -1.6635 -1.3919 3.3919
P -0.4239 -1.7540 -0.4599
C 0.5350 -1.0060 -1.8291
C -0.0746 -0.8550 -3.0831
C 0.6154 -0.2708 -4.1470
C 1.9314 0.1613 -3.9911
C 2.5211 0.0879 -2.7270
C 1.8323 -0.4742 -1.6479
C 0.6892 -3.0729 0.1250
C 0.3395 -3.7542 1.3072
C 1.0917 -4.8507 1.7221
C 2.2021 -5.2715 0.9739
C 2.5966 -4.5457 -0.1521
C 1.8454 -3.4483 -0.5711
C -1.8143 -2.7027 -1.2170
C -3.1367 -2.4946 -0.7785
C -4.1980 -3.1195 -1.4457
C -3.9571 -4.0357 -2.4729
C -2.6384 -4.3271 -2.8294
C -1.5726 -3.6553 -2.2229
H -0.5075 -3.4047 1.9060
H 0.8256 -5.3894 2.6312
H 2.7656 -6.1567 1.2680
H 3.4896 -4.8216 -0.7156
H 2.1762 -2.8836 -1.4403
H -1.0994 -1.1916 -3.2232
H 0.1075 -0.1457 -5.1045
H 2.4860 0.5622 -4.8456
H 3.5306 0.4787 -2.5880
H 2.3295 -0.5059 -0.6803
H -3.3452 -1.8427 0.0795
H -5.2241 -2.8963 -1.1551
H -4.7894 -4.5237 -2.9818
H -2.4370 -5.0844 -3.5894
H -0.5490 -3.8706 -2.5353
H -2.0722 0.7804 -2.1424
H -2.5841 0.3126 -1.8150
C 2.4384 0.7404 4.1843
C 2.1228 -0.2216 3.2196
C 1.6121 0.1485 1.9750
C 1.3845 1.5196 1.6572
C 1.8555 2.4665 2.5666
C 2.3554 2.0742 3.8163
P 0.3722 2.0893 0.0975
C -1.3397 2.3158 0.7248
C -2.5288 1.9149 0.0567
C -3.5551 1.2411 0.7241
C -3.5209 1.1257 2.1244
C -2.4557 1.7248 2.8185
C -1.4398 2.3993 2.1254
C 0.8816 3.8453 -0.0208
C 0.0115 4.9504 0.0500
C 0.4962 6.2408 -0.2025
C 1.8169 6.4251 -0.6154
C 2.7064 5.3442 -0.6128
C 2.2531 4.0649 -0.2980
H 2.7690 0.4558 5.1668
H 2.2549 -1.2720 3.4473
H 1.4297 -0.6326 1.2200
H 1.8163 3.5224 2.2958
H 2.6921 2.8551 4.5046
H -2.6212 2.0528 -1.0113
H -4.4006 0.7897 0.1922
H -4.2843 0.5554 2.6737
H -2.3603 1.5946 3.8999
H -0.6594 2.8991 2.6778
H -1.0384 4.8117 0.3045
H -0.1652 7.0977 -0.0765
H 2.1625 7.4104 -0.9197
H 3.7552 5.4880 -0.8561
H 2.9423 3.2207 -0.2788
```

=====

Record 4
Below is a structure of composition C36H32N2O6P2S2W, with properties calculated with ωB97M-V/def2-TZVPD.

The value obtained for the HOMO energy (alpha / beta) is -6.66 / -6.92 eV. The value obtained for the largest force on an atom is 0.7 eV Å⁻¹. The charge is 0. The value obtained for the frontier orbital gap (alpha / beta) is 6.79 / 6.96 eV. The calculation puts the total energy at -3498.31881 Ha. Its spin multiplicity is 3.

XYZ file:
```
81
C36H32N2O6P2S2W ωB97M-V/def2-TZVPD
W 0.6650 -1.8402 -0.1496
S 3.0259 -1.3081 0.6359
P 1.9760 0.4018 0.8496
C 0.2253 0.1812 0.6089
P -0.9643 -0.5640 1.7874
S -0.0025 -2.3954 2.1698
C -3.0954 0.3407 -0.9289
C -3.8965 0.0041 0.1563
C -4.5536 0.9973 0.8679
C -4.3889 2.3267 0.5106
C -3.5741 2.6684 -0.5642
C -2.9363 1.6768 -1.2881
C -0.8868 0.4606 3.3023
C -0.5087 -0.0223 4.5474
C -0.6616 0.7688 5.6810
C -1.1934 2.0444 5.5778
C -1.5730 2.5343 4.3326
C -1.4275 1.7448 3.2054
C 2.2785 1.1080 2.4805
C 2.8809 0.3459 3.4730
C 3.0932 0.8966 4.7289
C 2.6952 2.1974 4.9910
C 2.0866 2.9579 3.9993
C 1.8795 2.4162 2.7436
C 2.5312 1.6338 -0.3570
C 1.6144 2.3987 -1.0707
C 2.0688 3.3485 -1.9777
C 3.4301 3.5377 -2.1656
C 4.3460 2.7767 -1.4480
C 3.8976 1.8236 -0.5489
H -3.9922 -1.0283 0.4630
H -5.1739 0.7341 1.7142
H -4.8896 3.1020 1.0770
H -3.4407 3.7079 -0.8348
H -2.2966 1.9151 -2.1273
H -0.0875 -1.0180 4.6258
H -0.3610 0.3842 6.6480
H -1.3147 2.6567 6.4627
H -1.9913 3.5300 4.2452
H -1.7437 2.1175 2.2351
H 3.1737 -0.6735 3.2568
H 3.5587 0.3027 5.5048
H 2.8510 2.6224 5.9745
H 1.7686 3.9707 4.2096
H 1.3997 3.0045 1.9695
H 0.5544 2.2341 -0.9286
H 1.3560 3.9405 -2.5376
H 3.7808 4.2804 -2.8710
H 5.4082 2.9261 -1.5923
H 4.6064 1.2128 -0.0015
O -4.6267 -4.9349 -1.5219
C -3.4780 -4.2529 -1.3549
C -2.2581 -4.8652 -1.1015
C -1.1585 -4.0627 -0.9066
N -1.2075 -2.7223 -0.9494
C -2.3624 -2.1402 -1.2943
C -3.5196 -2.8681 -1.4846
C -2.3716 -0.6816 -1.7270
O -1.9343 -0.4605 -2.8357
O -0.1232 -0.0871 -0.7125
C 0.2276 -4.6798 -0.7315
O 0.3675 -5.8681 -0.9057
O 1.1549 -3.8125 -0.4786
H -4.4681 -5.8794 -1.4109
H -2.1236 -5.9387 -1.0612
H -4.4425 -2.3750 -1.7589
C 0.0898 -2.7481 -4.0730
N 0.9874 -1.6138 -4.2689
C 1.0501 -1.0555 -5.6088
C 1.7321 -1.1706 -3.2571
C 2.7847 -0.1224 -3.4990
O 1.5867 -1.6289 -2.1183
H 0.1147 -3.3651 -4.9707
H -0.9306 -2.4040 -3.8777
H 0.4413 -3.3389 -3.2308
H 0.0534 -1.0987 -6.0451
H 1.7349 -1.6207 -6.2462
H 1.3592 -0.0152 -5.5850
H 3.3893 -0.3481 -4.3769
H 3.4125 -0.0807 -2.6139
H 2.3206 0.8570 -3.6370
```

=====

Record 5
Below is a structure of composition C36H32N5O5RuTe, with properties calculated with ωB97M-V/def2-TZVPD.

The value obtained for the HOMO energy (alpha / beta) is -14.04 / -14.04 eV. The value obtained for the largest force on an atom is 0.6 eV Å⁻¹. The charge is +3. The value obtained for the frontier orbital gap (alpha / beta) is 5.74 / 2.82 eV. The calculation puts the total energy at -2402.98411 Ha. Its spin multiplicity is 5.

XYZ file:
```
80
C36H32N5O5RuTe ωB97M-V/def2-TZVPD
Ru 0.8139 -0.4291 1.1737
C -1.3515 7.3983 -1.6062
C -0.3827 6.4909 -2.3120
C 0.8869 6.9292 -2.6765
C 1.7762 6.0947 -3.3348
C 1.4043 4.7953 -3.6575
N 2.3519 3.9911 -4.3528
C 2.3466 2.6396 -4.5382
O 2.7388 2.0800 -5.5279
N 1.8656 1.8434 -3.4633
C 1.9643 2.0411 -2.1086
C 2.6264 3.1184 -1.5001
C 2.6611 3.2029 -0.1215
C 2.0715 2.2248 0.6517
N 1.4482 1.1799 0.0778
C 1.3891 1.0961 -1.2638
C 0.1340 4.3429 -3.3202
C -0.7375 5.1871 -2.6482
H -0.9493 8.4048 -1.5097
H -1.5773 7.0310 -0.6036
H -2.2918 7.4658 -2.1541
H 1.1877 7.9447 -2.4515
H 2.7578 6.4609 -3.6122
H 2.8798 4.4614 -5.0763
H 1.7314 0.8948 -3.7827
H 3.1186 3.8648 -2.1042
H 3.1637 4.0289 0.3612
H 2.0796 2.2650 1.7294
H 0.8773 0.2339 -1.6742
H -0.1988 3.3593 -3.6246
H -1.7349 4.8322 -2.4146
N 0.6993 1.3244 4.9441
C -0.5944 1.6395 4.6069
C -0.7692 1.1923 3.3397
N 0.4151 0.6195 2.9048
C 1.2804 0.7159 3.9102
H 1.1462 1.5266 5.8274
H -1.2600 2.1485 5.2815
H -1.6357 1.2666 2.7068
H 2.2996 0.3657 3.9123
Te -1.6864 -0.7043 0.0847
C -3.6107 0.0919 0.3663
C -4.3140 0.4646 -0.7710
C -5.6125 0.9306 -0.6127
C -6.1740 1.0206 0.6531
C -5.4496 0.6485 1.7781
C -4.1513 0.1778 1.6446
C -1.9757 -2.7680 0.3072
C -2.3606 -3.2976 1.5344
C -2.5704 -4.6648 1.6395
C -2.3946 -5.4834 0.5305
C -2.0029 -4.9446 -0.6876
C -1.7883 -3.5773 -0.8079
H -3.8777 0.3973 -1.7588
H -6.1836 1.2226 -1.4834
H -7.1866 1.3839 0.7650
H -5.8953 0.7215 2.7610
H -3.5901 -0.1209 2.5209
H -2.5100 -2.6627 2.3985
H -2.8882 -5.0880 2.5831
H -2.5838 -6.5456 0.6124
H -1.8933 -5.5822 -1.5550
H -1.5059 -3.1566 -1.7650
O 1.6061 -2.0032 -0.0052
C 1.5379 -2.7743 0.9988
O 0.9960 -2.3164 2.0534
C 2.0962 -4.1526 0.9451
C 2.4641 -4.6781 -0.3380
C 3.0004 -5.9287 -0.4981
C 3.1739 -6.6516 0.6808
O 3.6695 -7.8550 0.8373
C 3.6492 -8.1716 2.2355
O 3.0864 -7.0176 2.8830
C 2.8099 -6.1295 1.9571
C 2.2533 -4.8585 2.1127
H 2.3110 -4.0437 -1.2008
H 3.2808 -6.3335 -1.4599
H 4.6682 -8.3228 2.5891
H 3.0020 -9.0313 2.4038
H 1.9681 -4.4680 3.0792
```

=====

Record 6
Below is a structure of composition C36H33AsCuN3O3Te, with properties calculated with ωB97M-V/def2-TZVPD.

The value obtained for the HOMO energy (alpha / beta) is -9.84 / -9.85 eV. The value obtained for the largest force on an atom is 0.8 eV Å⁻¹. The charge is +1. The value obtained for the frontier orbital gap (alpha / beta) is 7.40 / 6.07 eV. The calculation puts the total energy at -5925.62076 Ha. Its spin multiplicity is 2.

XYZ file:
```
78
C36H33AsCuN3O3Te ωB97M-V/def2-TZVPD
Cu -1.1014 0.4105 0.8109
C 6.4635 1.5036 -0.2037
O 6.0751 2.3096 -1.3041
C 5.1477 3.2745 -1.0819
C 4.4626 3.4414 0.1200
C 3.5158 4.4514 0.2414
C 3.2583 5.3056 -0.8206
C 3.9900 5.1627 -1.9962
C 4.9048 4.1418 -2.1439
N 2.3731 6.4534 -0.8129
N 1.2700 6.4550 -0.2503
C 0.7382 5.2375 0.3210
C 0.3519 5.2396 1.6283
C -0.1852 4.0883 2.2494
C -0.3860 2.9486 1.5235
O -0.9159 1.8258 2.0284
C -0.0379 2.9506 0.1463
N -0.2571 1.7785 -0.5268
C 0.0002 1.7232 -1.8102
C 0.5020 2.8242 -2.5267
C 0.7509 3.9922 -1.8652
C 0.5018 4.0854 -0.4756
H 7.2765 0.8780 -0.5586
H 5.6369 0.8701 0.1302
H 6.8146 2.1164 0.6289
H 4.6601 2.8002 0.9659
H 3.0112 4.5790 1.1878
H 3.8225 5.8731 -2.7964
H 5.4659 4.0142 -3.0595
H 0.4928 6.1453 2.2054
H -0.4596 4.1044 3.2959
H -0.2051 0.7798 -2.3028
H 0.6798 2.7356 -3.5887
H 1.1245 4.8524 -2.4045
O -1.9921 -0.5854 -0.4988
As -2.4535 -2.2064 -0.2900
C -0.8766 -3.2647 -0.1715
C -0.9580 -4.6172 0.1477
C 0.1891 -5.3952 0.1065
C 1.3991 -4.8287 -0.2744
C 1.4702 -3.4845 -0.6134
C 0.3308 -2.6931 -0.5599
C -3.3854 -2.7205 -1.8599
C -4.5656 -3.4521 -1.8085
C -5.2038 -3.7931 -2.9938
C -4.6623 -3.4032 -4.2095
C -3.4782 -2.6762 -4.2543
C -2.8349 -2.3304 -3.0784
C -3.5441 -2.4345 1.2416
C -4.8243 -1.8822 1.2352
C -5.6156 -1.9965 2.3668
C -5.1291 -2.6512 3.4918
C -3.8490 -3.1868 3.4993
C -3.0471 -3.0785 2.3720
H -1.9049 -5.0685 0.4203
H 0.1364 -6.4463 0.3560
H 2.2897 -5.4418 -0.3129
H 2.4128 -3.0526 -0.9235
H 0.3780 -1.6451 -0.8314
H -4.9857 -3.7653 -0.8609
H -6.1246 -4.3596 -2.9648
H -5.1647 -3.6674 -5.1305
H -3.0598 -2.3781 -5.2061
H -1.9160 -1.7580 -3.1103
H -5.1982 -1.3597 0.3628
H -6.6107 -1.5730 2.3727
H -5.7528 -2.7401 4.3714
H -3.4739 -3.6855 4.3828
H -2.0450 -3.4886 2.3780
C 1.1814 -2.2878 3.1629
Te 0.2682 -0.3696 3.0466
C 1.9965 0.4562 2.1313
H 2.2103 -2.1469 3.4863
H 1.1529 -2.7880 2.1983
H 0.6505 -2.8811 3.9043
H 2.2137 -0.0898 1.2163
H 2.8201 0.3599 2.8345
H 1.8139 1.5054 1.9125
```